Record 1
The following is a quantum chemistry calculation of an isolated molecule of C8H14 at a distorted geometry, from the OMol25 dataset.

HOMO-LUMO gap: 9.40 eV
Energy above the lowest of the compared OMol25 structures with the same formula, charge and spin: 2.932 eV
HOMO energy: -8.4 eV

```
! wB97M-V def2-TZVPD RIJCOSX def2/J DEFGRID3
* xyz 0 1
C 0.692 -0.595 -2.508
H 0.156 -0.900 2.221
C 1.379 0.132 -0.077
C -0.851 -0.593 1.912
C -0.303 1.916 -0.447
C -0.034 0.664 -0.022
H 0.349 2.574 -0.848
H -1.579 -1.226 3.783
H -2.665 -1.827 2.531
H -0.301 -0.227 -2.255
H 2.080 1.125 -2.121
H 2.103 1.006 0.231
H -1.974 0.069 0.424
H 0.681 -1.684 -2.425
H -2.590 -0.096 3.044
C -1.991 -0.970 2.816
C -0.954 -0.057 0.740
H 0.941 -0.510 -3.552
H 1.682 -0.894 0.309
H -1.325 2.433 -0.385
H 2.765 -0.376 -1.685
C 1.738 0.035 -1.688
*
```

Record 2
The following is a quantum chemistry calculation of an isolated molecule of C8H14 at a distorted geometry, from the OMol25 dataset.

HOMO-LUMO gap: 10.62 eV
Energy above the lowest of the compared OMol25 structures with the same formula, charge and spin: 1.933 eV
HOMO energy: -9.5 eV

```
! wB97M-V def2-TZVPD RIJCOSX def2/J DEFGRID3
* xyz 0 1
H -2.362 -1.047 0.622
C 1.734 0.526 0.147
H 2.006 1.158 -0.689
H 0.241 0.156 -2.005
H 0.408 2.591 1.934
H -2.386 -2.171 -0.753
C -0.102 1.711 1.558
H -3.641 -0.933 -0.595
C -2.575 -1.138 -0.447
H -1.910 0.856 -0.893
H -1.137 1.559 1.845
C -0.250 -0.492 -1.268
H 0.359 -1.260 0.658
H -0.106 -1.519 -1.627
H 2.694 -0.831 1.518
C 0.519 0.851 0.783
C -1.742 -0.162 -1.262
H -2.101 -0.184 -2.298
C 0.423 -0.358 0.062
C 2.916 0.053 0.913
H 3.724 -0.210 0.221
H 3.289 0.842 1.575
*
```

Record 3
The following is a quantum chemistry calculation of the ion C8H14 with charge +1 at a distorted geometry, from the OMol25 dataset.

HOMO-LUMO gap (alpha / beta): 9.66 / 6.48 eV
<S²>: 0.781
Energy above the lowest of the compared OMol25 structures with the same formula, charge and spin: 0.840 eV
HOMO energy (alpha / beta): -14.4 / -14.5 eV

```
! wB97M-V def2-TZVPD RIJCOSX def2/J DEFGRID3
* xyz 1 2
H 3.920 2.475 -1.962
C 0.746 0.297 -0.335
C 1.830 1.129 -0.473
H 4.727 0.854 -2.314
H -3.650 -0.787 1.212
H 3.154 -0.371 -0.961
C 3.902 1.397 -1.881
H -3.196 -0.966 -0.491
C -3.135 -1.432 0.490
H 0.792 -0.767 -0.523
C -0.588 0.755 0.178
H 1.819 2.146 -0.092
H -0.302 -0.229 2.063
C -1.085 -0.159 1.293
H -1.844 0.407 1.860
H -1.656 -2.077 1.936
H -1.284 0.704 -0.687
H -0.671 1.824 0.386
C 2.991 0.686 -1.176
H -1.210 -1.962 0.127
C -1.693 -1.511 1.007
H -3.566 -2.413 0.344
*
```

Record 4
The following is a quantum chemistry calculation of a structure of composition C8H14AlF3HfI2NO at a distorted geometry, from the OMol25 dataset.

HOMO-LUMO gap: 3.74 eV
HOMO energy: -17.9 eV

```
! wB97M-V def2-TZVPD RIJCOSX def2/J DEFGRID3
* xyz 3 1
C -1.115 0.140 1.676
H -1.094 1.791 -4.586
C 0.423 0.756 -3.062
H -0.724 -0.224 2.718
H 0.186 3.010 -3.794
H 0.726 1.752 -5.109
F 1.436 -3.531 1.766
H -3.152 0.912 2.628
Hf 0.439 3.713 2.229
F 3.550 -2.352 2.362
H -0.154 -2.769 -1.304
C -0.003 1.904 -4.176
I -2.631 0.774 -2.126
N -1.633 2.558 2.255
H 1.578 -0.993 1.433
Al -0.024 -1.310 -0.691
H -1.253 2.999 1.364
C -0.499 0.126 -2.078
H -2.585 -1.172 0.330
O 2.661 -2.213 0.046
C -1.503 -1.182 0.785
H -0.213 0.714 1.155
H 2.262 -0.016 -0.039
H -2.896 1.495 0.847
I 2.561 0.130 -3.134
H -1.372 -2.153 1.446
C -2.320 1.237 1.853
H -0.747 2.230 2.745
C 2.764 -3.029 1.270
C 1.770 -1.038 0.265
F 3.561 -4.261 0.924
*
```

Record 5
The following is a quantum chemistry calculation of a cluster of 2 separate species, C8H14BCl3FO2 in total at a distorted geometry, from the OMol25 dataset.

HOMO-LUMO gap: 7.51 eV
HOMO energy: -4.6 eV

```
! wB97M-V def2-TZVPD RIJCOSX def2/J DEFGRID3
* xyz -1 1
H 2.437 0.532 0.686
O -1.359 1.843 -1.229
F 2.047 -1.679 -1.679
Cl -4.529 3.162 0.422
H -2.420 3.712 1.300
H 4.379 -0.666 -0.150
C 3.790 -1.571 -0.109
Cl -1.968 -2.065 1.803
C -1.678 -0.768 0.525
H 1.723 -1.862 0.306
B 0.454 0.513 -0.272
C 2.315 -1.276 -0.388
C -1.585 -1.461 -0.801
Cl -2.926 1.688 2.385
C -0.186 1.379 -1.447
H 0.136 -0.573 1.655
H 4.167 -2.251 -0.864
C 2.006 0.202 -0.256
H 2.472 0.717 -1.089
H -2.564 -0.171 0.595
O 0.521 1.574 -2.449
H -2.338 2.317 0.189
H 3.926 -2.036 0.860
H -2.488 -2.042 -0.947
H -0.723 0.908 1.452
H -1.528 -0.755 -1.613
C -0.419 0.007 0.932
C -2.896 2.789 0.997
H -0.767 -2.165 -0.816
*
```

Record 6
The following is a quantum chemistry calculation of a structure of composition C8H14BaN3O2S2 at a distorted geometry, from the OMol25 dataset.

HOMO-LUMO gap: 4.81 eV
Energy above the lowest of the compared OMol25 structures with the same formula, charge and spin: 3.573 eV
HOMO energy: -2.7 eV

```
! wB97M-V def2-TZVPD RIJCOSX def2/J DEFGRID3
* xyz -1 1
C 3.177 1.963 6.224
H 1.863 -1.937 -2.654
H 1.739 0.130 -1.919
N -1.250 0.371 -1.597
H 4.311 2.362 3.004
O 1.370 -2.125 4.681
H 4.647 3.285 5.331
H 3.030 -1.194 -0.962
C 2.258 0.928 6.015
C 2.094 -0.837 -1.464
H -2.178 -0.040 -1.522
H -1.149 1.446 1.524
H 1.657 0.496 6.813
C 3.755 1.981 3.860
H -1.287 1.316 -1.223
C 2.378 0.360 2.385
N -1.349 0.451 1.645
C 2.113 0.444 4.719
H -0.975 0.399 -2.577
C 2.828 0.949 3.640
C 3.929 2.482 5.150
H -1.105 0.231 2.614
H -0.453 -3.152 -0.613
N 1.424 -0.606 2.539
S 1.048 -0.823 4.140
H 3.308 2.372 7.226
Ba 0.635 -1.129 0.035
H -2.364 0.367 1.568
S 2.846 0.885 0.880
O -0.441 -0.356 4.353
*
```

Record 7
The following is a quantum chemistry calculation of an isolated molecule of C8H14BrNO at a distorted geometry, from the OMol25 dataset.

HOMO-LUMO gap (alpha / beta): 7.71 / 6.35 eV
Energy above the lowest of the compared OMol25 structures with the same formula, charge and spin: 2.807 eV
HOMO energy (alpha / beta): -9.0 / -8.2 eV

```
! wB97M-V def2-TZVPD RIJCOSX def2/J DEFGRID3
* xyz 0 1
H 0.430 2.915 -0.220
N 0.544 0.765 3.189
C 0.890 1.657 2.168
H -1.247 0.542 0.560
C -0.336 0.003 0.698
H -1.632 -2.054 0.577
C -0.174 -0.929 -0.470
H -2.030 -3.748 -1.197
C 1.073 1.657 -1.680
H 0.135 1.648 -2.196
H -0.240 -2.992 0.297
H 1.710 2.467 -2.091
C 1.017 2.087 -0.213
H 1.508 0.745 -1.976
C 0.471 1.189 0.787
C -0.895 -2.264 -0.161
O 1.376 2.791 2.338
H 1.874 2.429 0.256
H -0.403 -0.630 1.668
H -0.813 -0.521 -1.265
H -2.433 -2.237 -1.674
H -0.961 -2.812 -2.206
H 0.806 -1.059 -0.783
Br 0.935 1.185 4.975
C -1.605 -2.835 -1.382
*
```

Record 8
The following is a quantum chemistry calculation of a structure of composition C8H14BrO3P at a distorted geometry, from the OMol25 dataset.

HOMO-LUMO gap: 8.34 eV
HOMO energy: -8.8 eV

```
! wB97M-V def2-TZVPD RIJCOSX def2/J DEFGRID3
* xyz 0 1
C -0.109 0.344 2.820
H -3.807 -2.705 1.046
C 3.100 1.172 -1.775
O 0.767 -1.382 -0.303
H -0.248 1.384 2.793
H -1.001 -0.118 2.447
P 0.206 -0.025 -0.453
H -5.539 -2.158 0.576
H 4.040 0.864 -2.240
H -4.429 -0.128 -0.242
C 1.911 0.265 -2.350
Br -1.897 1.954 -0.950
O 0.817 0.935 0.674
C -4.471 -1.997 0.595
H 1.986 -0.855 -2.130
H 1.538 -0.742 1.852
H 3.070 2.338 -1.950
O 0.638 0.657 -1.829
C -3.828 -1.014 -0.039
C 1.095 0.300 1.904
H 1.988 0.934 2.345
C -1.567 0.132 -0.380
C -2.431 -1.028 -0.042
H 3.280 1.009 -0.643
H 0.077 -0.181 3.633
H -1.725 -1.858 0.232
H 1.738 0.464 -3.399
*
```

Record 9
The following is a quantum chemistry calculation of a structure of composition C8H14CdN4O5S4, from the OMol25 dataset.

HOMO-LUMO gap: 6.32 eV
Energy above the lowest of the compared OMol25 structures with the same formula, charge and spin: 0.582 eV
HOMO energy: -1.4 eV

```
! wB97M-V def2-TZVPD RIJCOSX def2/J DEFGRID3
* xyz -2 1
C 1.883 1.567 -1.090
N -2.142 -3.188 0.504
H 2.363 2.546 -0.954
S 2.435 -4.880 -2.700
O 0.136 -1.114 1.315
H -0.923 3.725 0.615
H 2.591 1.010 1.728
H -1.935 -3.653 -0.364
N 1.206 1.098 0.106
N -2.560 -1.265 1.644
O -1.659 2.134 -0.388
H 2.654 0.843 -1.364
S 2.578 -2.076 -1.665
H -0.079 3.381 -0.891
C -2.562 -1.918 0.462
H -3.462 0.346 1.024
C 0.486 2.156 0.804
H 1.211 2.896 1.197
H -1.909 0.554 1.307
O 1.162 2.502 -3.159
C 2.007 0.354 1.068
S -3.035 -1.179 -0.983
H -1.800 -3.591 1.359
C 1.690 -3.491 -2.134
S -0.046 -3.383 -2.001
H -0.011 1.713 1.671
Cd 0.223 -1.051 -1.002
H 2.691 -0.307 0.532
H -1.879 -1.576 2.321
O -0.049 0.819 -2.303
C 1.101 -0.550 1.933
O 1.365 -0.669 3.132
C -0.546 2.915 -0.017
N -2.744 0.132 1.712
C 0.925 1.653 -2.302
H -1.366 1.549 -1.114
*
```